# C66H40O14

A 7-piece molecular cluster, C66H40O14 overall at a distorted geometry (wB97M-V/def2-TZVPD, the Open Molecules 2025 dataset).

```
! RIJCOSX wB97M-V def2-TZVPD def2/J DEFGRID3
* xyz 0 1
O -26.27 24.69 0.17
O -29.98 22.86 -3.18
O -22.60 19.30 2.91
O -27.24 15.76 -7.60
O -16.79 12.03 -10.54
O -23.44 22.12 2.67
O -24.41 21.07 7.81
O -21.31 19.86 -0.37
O -18.27 15.02 -6.26
O -19.50 15.81 5.71
O -23.94 19.38 -5.11
O -22.26 15.46 -5.54
O -21.47 23.05 -2.74
O -22.54 25.27 2.04
C -25.11 21.10 5.67
C -22.43 17.21 4.09
C -23.66 15.58 -7.44
C -25.13 16.28 -9.19
C -21.39 23.79 0.73
C -19.49 17.63 -3.61
C -26.74 16.77 -3.59
C -25.43 20.33 -2.83
C -19.62 17.80 4.47
C -18.53 20.20 3.79
C -24.88 15.88 -7.87
C -21.91 18.46 3.51
C -16.12 13.13 -8.52
C -27.74 23.55 -2.79
C -26.85 24.00 -1.91
C -18.83 13.43 -7.85
C -21.90 18.96 -3.87
C -23.38 19.47 -4.00
C -24.41 16.30 -3.69
C -23.36 15.65 -5.98
C -21.73 23.56 -1.65
C -20.01 18.33 -2.56
C -22.76 24.48 -1.46
C -23.45 19.84 -1.46
C -26.07 15.73 -7.09
C -24.09 16.52 -10.08
C -24.16 20.08 -0.32
C -23.65 22.03 3.87
C -24.86 21.37 4.35
C -24.20 21.50 6.73
C -18.49 12.73 -9.01
C -22.56 15.69 -8.36
C -22.76 16.27 -9.63
C -22.25 15.19 5.46
C -21.87 19.67 -1.42
C -22.85 22.58 4.97
C -23.11 25.05 -0.29
C -18.24 18.10 4.76
C -28.55 23.98 -0.14
C -21.69 16.34 4.86
C -26.87 16.38 -4.84
C -20.16 16.57 4.99
C -20.05 17.56 -4.79
C -27.12 24.31 -0.56
C -24.09 19.98 -2.71
C -20.46 18.72 3.79
C -17.69 19.29 4.34
C -17.14 12.64 -9.51
C -24.56 15.97 -5.04
C -29.15 23.30 -2.42
C -25.51 16.67 -2.94
C -21.24 18.99 -2.64
C -21.13 23.06 -0.35
C -25.77 16.03 -5.66
C -29.50 23.67 -1.05
C -23.05 22.28 6.32
C -17.84 14.09 -6.96
C -24.31 15.83 4.31
C -21.26 18.26 -5.00
C -16.44 13.97 -7.47
C -26.06 20.65 -1.66
C -23.70 16.99 3.85
C -23.61 15.04 5.23
C -25.43 20.61 -0.48
C -22.43 24.85 0.92
C -19.80 19.90 3.51
H -26.07 20.69 5.94
H -20.40 22.27 -0.29
H -25.34 15.56 4.13
H -23.39 24.75 -2.29
H -28.89 24.08 0.88
H -16.70 19.70 4.50
H -18.59 17.04 -3.54
H -15.07 12.97 -8.70
H -24.20 14.29 5.73
H -25.94 20.22 -3.77
H -20.49 20.52 2.95
H -24.32 17.07 -10.99
H -20.87 23.65 1.66
H -19.88 13.54 -7.62
H -21.89 16.50 -10.22
H -19.64 17.03 -5.64
H -21.55 15.51 -8.03
H -25.97 20.95 0.39
H -24.29 17.71 3.29
H -22.46 22.65 7.14
H -27.48 23.42 -3.83
H -19.35 12.28 -9.47
H -18.17 21.16 3.43
H -27.83 16.57 -5.29
H -27.49 17.18 -2.93
H -25.89 24.14 -2.39
H -19.59 18.36 -1.57
H -22.18 23.38 4.72
H -21.61 14.50 5.99
H -30.56 23.63 -0.84
H -25.53 21.11 3.54
H -27.05 21.08 -1.58
H -23.88 25.79 -0.16
H -23.68 19.94 0.65
H -26.10 16.75 -9.30
H -23.48 16.21 -3.16
H -15.65 14.21 -6.78
H -25.31 16.96 -1.92
H -17.63 17.31 5.17
H -21.87 18.22 -5.89
*
```

Calculated values
SMILES = O=C1c2ccccc2C(=O)c2ccccc21.O=C1c2ccccc2C(=O)c2ccccc21.O=C1c2ccccc2C(=O)c2ccccc21.O=C1C=CC(=O)C=C1.O=C1C=CC(=O)C=C1.O=C1C=CC(=O)C=C1.O=C1C=CC(=O)C=C1
Kohn-Sham gap = 0.26196 Eh
E_LUMO = -2.1 eV
DFT total energy = -3592.10724 a.u.
strongest force on any atom = 5.5 eV/A

Löwdin atomic charge list, values in e, 5 entries:
1. O 0.14
2. O 0.12
3. O 0.07
4. O 0.07
5. O 0.09